1.
A structure of composition C39H46F3IrN8PSi2 in a non-equilibrium geometry. Source: OMol25; level of theory: ωB97M-V/def2-TZVPD.

Values from the calculation:
* highest occupied orbital energy (alpha / beta): -9.28 / -10.18 eV
* multiplicity: 5
* gap between HOMO and LUMO (alpha / beta): 0.2562 / 0.2154 Ha
* net charge: +1

Cartesian coordinates (Å):
Ir -0.175 -0.602 0.072
N 0.760 1.560 2.792
P 1.257 0.629 1.470
C 2.684 -0.242 2.216
C 3.574 0.461 3.023
C 4.641 -0.196 3.609
C 4.842 -1.545 3.369
C 3.974 -2.241 2.542
C 2.893 -1.592 1.971
C 2.234 1.830 0.533
C 3.094 1.257 -0.546
C 4.030 2.263 -1.126
C 3.930 3.587 -0.861
C 2.980 4.079 0.054
C 2.174 3.182 0.751
C -0.498 2.107 2.802
C -0.944 2.894 3.869
C -2.205 3.443 3.782
C -2.971 3.205 2.645
C -2.431 2.419 1.646
N -1.219 1.880 1.710
H 1.285 1.552 3.656
H 3.435 1.520 3.194
H 5.317 0.344 4.254
H 5.684 -2.048 3.817
H 4.137 -3.292 2.357
H 2.181 -2.127 1.356
H 3.673 0.400 -0.170
H 4.815 1.892 -1.765
H 4.607 4.287 -1.330
H 2.924 5.134 0.262
H 1.497 3.564 1.503
H -0.311 3.054 4.728
H -2.598 4.047 4.584
H -3.966 3.610 2.544
H -2.988 2.212 0.743
C -2.057 -3.297 4.288
Si -1.462 -1.834 3.194
C -2.670 -0.426 3.656
C 0.262 -1.580 3.971
N -1.311 -1.924 1.432
C -1.920 -2.867 0.677
C -2.654 -3.940 1.224
C -3.241 -4.903 0.446
C -3.150 -4.833 -0.948
C -2.460 -3.802 -1.525
C -1.821 -2.799 -0.764
N -1.145 -1.781 -1.336
Si -1.110 -1.689 -3.112
C -0.188 -0.192 -3.846
C -2.912 -1.518 -3.767
C -0.163 -3.170 -3.877
H -1.876 -3.023 5.325
H -1.510 -4.220 4.112
H -3.120 -3.505 4.207
H -2.207 0.267 4.349
H -3.548 -0.830 4.150
H -3.004 0.145 2.796
H 0.162 -1.496 5.048
H 0.760 -0.688 3.619
H 0.916 -2.423 3.775
H -2.728 -4.023 2.287
H -3.758 -5.728 0.911
H -3.599 -5.594 -1.567
H -2.395 -3.761 -2.595
H -0.224 0.704 -3.244
H -0.625 0.046 -4.810
H 0.850 -0.439 -4.026
H -3.593 -1.141 -3.010
H -3.322 -2.461 -4.111
H -2.944 -0.835 -4.611
H 0.863 -3.200 -3.521
H -0.123 -3.049 -4.956
H -0.603 -4.140 -3.673
N 3.070 1.399 -3.767
C 2.918 0.375 -2.913
C 2.125 0.640 -1.653
N 1.474 -0.551 -1.161
C 2.039 -1.716 -1.485
C 3.071 -1.821 -2.394
N 3.435 -0.780 -3.173
H 2.819 2.338 -3.510
H 3.642 1.252 -4.582
H 1.368 1.396 -1.871
H 1.635 -2.603 -1.018
H 3.579 -2.751 -2.581
F -3.934 3.608 -4.585
C -2.856 4.086 -3.961
F -1.920 4.296 -4.902
F -3.178 5.288 -3.466
C -2.338 3.159 -2.889
C -1.168 3.495 -2.219
C -0.659 2.588 -1.303
N -1.227 1.415 -1.057
C -2.386 1.143 -1.638
C -2.991 1.981 -2.561
H -0.673 4.433 -2.408
H 0.235 2.825 -0.744
H -2.839 0.203 -1.365
H -3.932 1.721 -3.015


2.
The molecule C3H5P in a non-equilibrium geometry. Source: OMol25; level of theory: ωB97M-V/def2-TZVPD.

Values from the calculation:
* highest occupied orbital energy (alpha / beta): -7.13 / -9.98 eV
* multiplicity: 3
* gap between HOMO and LUMO (alpha / beta): 0.3064 / 0.3021 Ha
* net charge: 0

Cartesian coordinates (Å):
C 0.488 -0.067 0.321
C -0.709 -0.958 -0.051
C -0.767 0.555 -0.087
P 2.338 -0.004 -0.127
H -0.477 -1.598 -0.987
H -1.094 -1.454 0.843
H -1.307 0.859 0.739
H -0.835 1.238 -1.001
H 2.364 1.430 0.350


3.
A structure of composition C39H59InN3O3S3 in a non-equilibrium geometry. Source: OMol25; level of theory: ωB97M-V/def2-TZVPD.

Values from the calculation:
* highest occupied orbital energy: -4.50 eV
* multiplicity: 1
* gap between HOMO and LUMO: 0.2367 Ha
* net charge: -1

Cartesian coordinates (Å):
In 0.072 -0.031 0.245
C -1.302 -2.945 -1.070
C -0.796 -2.062 -2.020
C -1.328 -0.748 -1.707
C -2.130 -0.950 -0.493
C -2.134 -2.291 -0.133
C -2.926 -2.980 0.968
C -3.618 -1.960 1.874
C -2.017 -3.864 1.833
C -3.994 -3.859 0.305
C -1.877 0.322 -2.706
C -3.045 1.097 -2.072
C -2.456 -0.375 -3.947
C -0.882 1.388 -3.150
C 0.171 -2.547 -3.116
C 1.180 -3.548 -2.527
C 1.012 -1.419 -3.729
C -0.592 -3.304 -4.218
H -1.071 -4.004 -1.037
H -2.747 -0.176 -0.070
H -2.906 -1.226 2.250
H -4.081 -2.471 2.724
H -4.402 -1.419 1.334
H -1.227 -3.268 2.291
H -1.535 -4.643 1.236
H -2.598 -4.348 2.626
H -4.658 -3.248 -0.312
H -4.595 -4.376 1.062
H -3.532 -4.610 -0.341
H -3.856 0.432 -1.770
H -3.439 1.802 -2.810
H -2.718 1.672 -1.200
H -3.078 -1.227 -3.659
H -1.676 -0.730 -4.615
H -3.076 0.331 -4.509
H -0.663 2.038 -2.311
H -1.313 1.995 -3.956
H 0.061 0.972 -3.497
H 1.748 -3.104 -1.709
H 1.884 -3.853 -3.309
H 0.691 -4.449 -2.149
H 1.482 -0.822 -2.943
H 0.431 -0.760 -4.372
H 1.807 -1.853 -4.343
H -1.124 -4.155 -3.784
H 0.111 -3.687 -4.966
H -1.323 -2.679 -4.728
S 0.955 -2.358 0.845
C 1.579 -2.158 2.456
C 2.128 -3.299 3.062
C 2.594 -3.302 4.366
C 3.149 -4.514 4.923
N 3.586 -5.487 5.354
C 2.515 -2.125 5.123
C 2.003 -0.984 4.529
C 1.558 -0.959 3.203
S 1.062 0.572 2.541
C 2.951 -2.083 6.498
N 3.284 -2.031 7.598
H 2.184 -4.213 2.482
H 1.955 -0.070 5.108
O 0.197 2.144 0.074
C 0.787 2.982 -0.729
C 0.355 4.411 -0.430
C 1.357 5.502 -0.794
C 1.370 5.850 -2.282
C 1.304 4.600 -3.157
C 2.208 3.477 -2.646
N 1.637 2.610 -1.623
H 0.167 4.422 0.644
H -0.612 4.586 -0.915
H 2.354 5.174 -0.484
H 1.134 6.402 -0.216
H 2.284 6.407 -2.509
H 0.528 6.508 -2.519
H 1.573 4.855 -4.185
H 0.282 4.212 -3.188
H 3.163 3.900 -2.308
H 2.454 2.822 -3.485
H 2.223 0.968 -1.176
O -1.942 0.965 1.642
S -1.671 2.164 2.534
C -1.827 1.523 4.242
C -3.168 1.984 4.819
C -4.103 2.159 3.624
C -3.292 2.980 2.633
H -0.956 1.854 4.805
H -1.764 0.444 4.111
H -3.044 2.946 5.325
H -3.553 1.272 5.549
H -5.045 2.637 3.894
H -4.326 1.187 3.178
H -3.132 4.006 2.979
H -3.684 2.990 1.617
C 4.726 0.307 -1.547
C 3.857 0.267 -0.295
C 4.057 1.539 0.531
C 4.197 -0.952 0.546
O 2.490 0.110 -0.715
H 5.775 0.477 -1.285
H 4.397 1.112 -2.209
H 4.648 -0.640 -2.089
H 5.070 1.562 0.943
H 3.340 1.557 1.353
H 3.906 2.430 -0.082
H 5.273 -0.984 0.744
H 3.899 -1.863 0.023
H 3.668 -0.913 1.499


4.
A cluster of 14 separate species, C37H51N15O3 in total. Source: OMol25; level of theory: ωB97M-V/def2-TZVPD.

Values from the calculation:
* highest occupied orbital energy: -8.44 eV
* multiplicity: 1
* gap between HOMO and LUMO: 0.2939 Ha
* net charge: 0

Cartesian coordinates (Å):
N 1.304 3.855 -0.204
C 0.404 2.700 -0.068
C -1.061 3.000 -0.449
O -1.427 2.239 -1.600
C -2.071 2.826 0.708
C -3.217 3.793 0.541
C -3.083 5.091 1.075
C -4.060 6.083 0.884
C -5.220 5.818 0.147
C -5.372 4.525 -0.345
C -4.407 3.527 -0.157
C -4.936 2.287 -0.777
O -4.409 1.221 -0.917
N -6.279 2.551 -1.240
C -6.489 3.968 -1.141
O -7.385 4.549 -1.678
H 1.048 4.556 0.487
H 1.121 4.300 -1.100
H 0.484 2.324 0.948
H 0.746 1.950 -0.779
H -1.114 4.061 -0.716
H -1.944 2.799 -2.187
H -2.468 1.812 0.708
H -1.559 3.042 1.644
H -2.187 5.330 1.634
H -3.899 7.067 1.305
H -5.978 6.567 -0.040
H -6.951 2.040 -0.677
C 5.595 3.587 -0.234
C 4.726 4.062 0.832
N 4.015 4.444 1.643
H 5.025 3.494 -1.157
H 6.398 4.308 -0.381
H 6.022 2.617 0.009
C -4.413 -1.757 -0.064
C -3.351 -2.737 -0.187
N -2.512 -3.511 -0.284
H -5.206 -1.990 -0.770
H -4.810 -1.781 0.951
H -4.034 -0.759 -0.275
C 1.115 -2.763 0.233
C 1.670 -1.489 -0.199
N 2.111 -0.488 -0.538
H 1.155 -3.481 -0.584
H 1.684 -3.143 1.081
H 0.077 -2.636 0.527
C -1.827 -5.034 -3.550
C -0.804 -6.061 -3.674
N 0.003 -6.868 -3.772
H -1.611 -4.211 -4.228
H -2.803 -5.449 -3.791
H -1.844 -4.658 -2.529
C -2.277 6.647 5.212
C -1.457 6.002 4.201
N -0.834 5.492 3.385
H -1.796 7.559 5.555
H -3.251 6.891 4.780
H -2.415 5.977 6.059
C 3.344 -7.058 -4.261
C 4.663 -6.924 -3.656
N 5.699 -6.815 -3.176
H 3.321 -6.540 -5.218
H 3.109 -8.108 -4.419
H 2.586 -6.630 -3.609
C -0.480 11.049 6.390
C -1.769 10.374 6.331
N -2.782 9.841 6.285
H 0.195 10.499 7.042
H -0.047 11.104 5.393
H -0.609 12.057 6.779
C 4.627 -2.152 0.542
C 5.275 -0.856 0.418
N 5.798 0.157 0.319
H 4.682 -2.677 -0.411
H 5.133 -2.744 1.303
H 3.585 -2.025 0.824
C -8.294 -2.212 -2.701
C -6.961 -2.797 -2.691
N -5.909 -3.249 -2.683
H -8.378 -1.502 -3.521
H -9.039 -2.995 -2.828
H -8.477 -1.695 -1.761
C 6.794 -10.110 -4.298
C 7.740 -10.802 -5.160
N 8.500 -11.334 -5.832
H 7.248 -9.207 -3.894
H 5.903 -9.840 -4.862
H 6.510 -10.759 -3.472
C 11.517 -9.613 -3.790
C 10.403 -9.735 -2.863
N 9.508 -9.844 -2.156
H 11.719 -8.563 -3.989
H 12.406 -10.073 -3.363
H 11.266 -10.115 -4.723
C 3.789 -4.303 4.149
C 2.892 -3.435 3.399
N 2.186 -2.752 2.809
H 4.426 -4.859 3.464
H 4.414 -3.705 4.810
H 3.209 -5.005 4.745
C -7.739 6.574 3.198
C -6.365 6.752 3.642
N -5.281 6.893 3.982
H -7.894 7.102 2.260
H -7.942 5.515 3.048
H -8.422 6.967 3.948


5.
A cluster of 9 separate species, C4H27N2O8 in total in a non-equilibrium geometry. Source: OMol25; level of theory: ωB97M-V/def2-TZVPD.

Values from the calculation:
* highest occupied orbital energy: -13.05 eV
* multiplicity: 1
* gap between HOMO and LUMO: 0.3823 Ha
* net charge: +1

Cartesian coordinates (Å):
C 2.590 2.649 0.438
C 2.654 1.800 -0.754
C 2.948 0.372 -0.287
N 0.618 -0.504 -1.669
C 0.632 -0.430 -0.368
N 1.718 -0.108 0.351
H 2.377 3.743 0.074
H 1.874 2.653 1.186
H 3.584 2.625 0.910
H 3.568 2.172 -1.431
H 1.846 2.064 -1.459
H 3.864 0.376 0.374
H 3.015 -0.407 -1.082
H -0.234 -0.959 -2.092
H 1.472 -0.204 -2.314
H -0.445 -0.682 0.114
H 1.583 -0.034 1.264
H 0.034 -3.353 -2.754
H 1.085 -3.295 -1.602
O 0.457 -2.812 -2.100
H 1.152 -2.859 3.238
H -0.027 -2.961 2.311
O 0.927 -2.832 2.266
H -3.241 2.390 1.720
H -2.270 1.873 0.561
O -2.403 1.854 1.449
H -1.359 3.287 0.097
H -1.409 2.155 -0.973
O -1.756 3.031 -0.792
H -1.861 1.106 -2.279
H -2.526 -0.189 -2.042
O -1.600 0.317 -1.866
H -0.119 -0.354 3.758
H -1.049 0.314 2.886
O -0.211 -0.069 2.853
H -2.172 -2.385 1.934
H -3.563 -2.406 1.275
O -2.774 -1.973 1.295
H -2.613 -2.471 -2.014
H -3.323 -1.760 -0.788
O -3.044 -1.736 -1.689


6.
A cluster of 2 separate species, C3H11N3O in total in a non-equilibrium geometry. Source: OMol25; level of theory: ωB97M-V/def2-TZVPD.

Values from the calculation:
* highest occupied orbital energy: -8.45 eV
* multiplicity: 1
* gap between HOMO and LUMO: 0.3463 Ha
* net charge: 0

Cartesian coordinates (Å):
H 1.506 2.811 0.805
N 0.948 2.025 1.051
C 0.714 1.400 -0.061
N 1.617 1.355 -1.232
N -0.434 0.640 -0.189
C -1.269 0.332 -1.342
C -2.469 1.395 -1.561
H 1.869 0.412 -1.476
H 2.515 1.701 -0.954
H -0.981 0.572 0.641
H -0.721 0.171 -2.334
H -1.767 -0.673 -1.226
H -2.160 2.243 -2.171
H -3.235 0.965 -2.022
H -2.689 1.505 -0.563
O 2.446 -5.705 3.978
H 2.567 -5.225 4.820
H 1.544 -5.924 3.835


7.
A structure of composition C27H23BrCsN4O5S in a non-equilibrium geometry. Source: OMol25; level of theory: ωB97M-V/def2-TZVPD.

Values from the calculation:
* highest occupied orbital energy: -5.54 eV
* multiplicity: 1
* gap between HOMO and LUMO: 0.2698 Ha
* net charge: -1

Cartesian coordinates (Å):
Cs 0.035 2.215 0.564
C -6.205 0.662 -0.558
C -5.183 1.699 -0.904
C -5.354 2.564 -1.983
C -4.368 3.481 -2.298
C -3.232 3.477 -1.505
Br -1.849 4.720 -1.841
N -3.041 2.679 -0.471
C -3.999 1.810 -0.184
H -7.182 0.922 -0.963
H -6.277 0.541 0.521
H -5.907 -0.298 -0.980
H -6.257 2.514 -2.575
H -4.417 4.117 -3.173
H -3.808 1.178 0.679
N 1.259 1.032 -1.997
C 0.476 1.638 -2.981
C 0.884 2.838 -3.565
C 0.056 3.493 -4.461
C -1.170 2.953 -4.785
C -1.573 1.751 -4.241
C -0.756 1.089 -3.340
S -2.338 3.889 -5.791
O -2.843 2.958 -6.792
O -1.595 5.018 -6.328
O -3.356 4.271 -4.799
H 1.029 0.066 -1.804
H 2.258 1.143 -2.109
H 1.847 3.256 -3.288
H 0.329 4.433 -4.917
H -2.530 1.352 -4.543
H -1.054 0.142 -2.898
O 0.492 1.132 4.182
C 1.067 0.343 3.453
N 1.828 -0.712 3.911
C 2.195 -1.577 2.817
C 1.728 -0.677 1.621
O 1.927 -0.950 0.447
N 1.089 0.382 2.095
C 3.668 -1.841 2.702
C 4.607 -1.148 3.454
C 5.955 -1.428 3.322
C 6.383 -2.401 2.434
C 5.452 -3.066 1.652
C 4.105 -2.790 1.783
C 1.415 -2.874 2.883
C 1.785 -3.849 3.805
C 1.066 -5.024 3.913
C -0.032 -5.243 3.097
C -0.402 -4.279 2.177
C 0.313 -3.100 2.073
H 1.746 -1.057 4.853
H 4.273 -0.385 4.139
H 6.678 -0.885 3.913
H 7.432 -2.648 2.356
H 5.775 -3.808 0.934
H 3.379 -3.299 1.168
H 2.648 -3.685 4.435
H 1.363 -5.776 4.632
H -0.592 -6.162 3.179
H -1.248 -4.442 1.528
H 0.025 -2.352 1.350


8.
The molecule C3H4N4O in a non-equilibrium geometry. Source: OMol25; level of theory: ωB97M-V/def2-TZVPD.

Values from the calculation:
* highest occupied orbital energy: -10.22 eV
* multiplicity: 1
* gap between HOMO and LUMO: 0.3474 Ha
* net charge: 0

Cartesian coordinates (Å):
C -0.097 1.524 0.948
N -0.224 0.201 0.292
N -0.985 -0.679 1.055
N -1.237 -1.793 0.481
N -0.526 -2.163 -0.669
C 0.323 -1.424 -1.260
C 0.637 -0.097 -0.721
O 1.495 0.672 -1.202
H 0.649 1.498 1.741
H 0.267 2.213 0.224
H -1.087 1.868 1.279
H 0.786 -1.820 -2.168


Number 1: DFT total energy -89142.92675 eV. Number 2: DFT total energy -12475.45792 eV. Number 3: DFT total energy -89696.82997 eV. Number 4: DFT total energy -67686.39411 eV. Number 5: DFT total energy -23937.81165 eV. Number 6: DFT total energy -9805.95243 eV. Number 7: DFT total energy -126001.10658 eV. Number 8: DFT total energy -11180.80699 eV.